# 1
Here is C25H41BeN2P as an isolated structure in a non-equilibrium geometry from the OMol25 dataset. Energies are from ωB97M-V/def2-TZVPD.

Last column: Löwdin charge in e.
Cartesian coordinates (Å):
P -0.27849 -1.51638 1.77715  0.9330
N -0.46411 -1.10903 -2.23604  -0.2959
N -0.14973 2.32518 -0.50275  -0.0180
C 0.93604 4.47356 -1.24374  -0.0470
C -2.27908 4.21671 2.60439  -0.0589
C 1.76299 -0.62657 -0.63586  -0.0918
C -1.26958 2.21981 1.68409  -0.0226
C -1.58323 4.16602 0.30509  -0.0321
C -0.99035 2.87528 0.44936  -0.2519
C 1.83252 -0.81645 -3.22762  -0.1460
C -0.49778 -3.28307 1.53335  -0.2186
C 4.05402 -2.37453 -0.63618  -0.0944
C 1.36452 2.39100 -2.41893  -0.0684
C 1.51347 -1.16879 1.86515  -0.3180
C 2.23959 -1.26198 0.53146  -0.3083
C -1.96349 2.31039 4.14525  -0.0616
C 0.30457 -0.79328 -3.43338  -0.2031
C 3.40339 -2.05308 0.54980  -0.0766
C 2.35843 -1.08050 -1.83621  -0.2529
C -1.82187 2.90647 2.77321  -0.2828
C -2.18683 4.84041 1.36412  -0.2854
C -2.73871 6.23199 1.20317  -0.0608
C -0.96912 -1.12463 3.37734  -0.2175
C 3.54546 -1.84606 -1.81852  -0.0622
C -0.41807 -2.53330 -1.93420  -0.0877
C -0.93840 3.38146 -2.57380  -0.0467
C -1.81174 -0.57302 -2.27177  -0.0960
C 0.28344 3.14075 -1.64949  -0.5978
Be 0.58840 0.80387 -0.35659  0.2439
H -0.87982 4.37679 -3.02966  0.0785
H 2.21074 -1.59687 -3.91063  0.1090
H 0.41385 5.00583 -0.44794  0.0645
H -0.93815 -2.02759 4.00008  0.0611
H -2.22989 6.94500 1.86831  0.0799
H -0.97319 2.63825 -3.38292  0.0679
H 4.04751 -2.05280 -2.76524  0.1059
H 2.19678 2.08157 -1.76923  0.0908
H -1.40171 2.89297 4.89080  0.0857
H -1.76638 0.52301 -2.36333  0.0719
H 1.90736 -1.92449 2.57047  0.0955
H -0.00552 0.18444 -3.83169  0.1024
H -3.80712 6.26454 1.46141  0.0786
H -3.01354 2.32658 4.47123  0.0827
H -0.39316 -0.32608 3.86393  0.0587
H -0.99381 -0.83049 0.74213  0.0482
H -1.88548 3.30323 -2.02816  0.0706
H -2.62611 6.59287 0.17488  0.0718
H -2.33110 -0.80718 -1.33306  0.0758
H 0.97402 5.12955 -2.12342  0.0833
H -1.08867 -2.77464 -1.10127  0.0604
H 0.20616 -3.66880 0.78399  0.0580
H 1.66193 -0.17838 2.33055  0.0861
H -2.72202 4.75410 3.44942  0.1149
H 1.77793 3.02867 -3.21200  0.1035
H -1.61022 1.27782 4.19254  0.0268
H 0.04488 -1.54169 -4.21358  0.1184
H -0.33534 -3.79484 2.49534  0.0607
H -0.71016 -3.14202 -2.81088  0.0932
H 0.62345 0.75741 0.98226  -0.0128
H -1.03748 1.15883 1.81358  0.0195
H 1.96611 4.30627 -0.90626  0.0853
H 2.27143 0.12236 -3.60547  0.1092
H -1.53011 -3.45481 1.19688  0.0597
H 0.60216 -2.81773 -1.65081  0.0841
H -2.01191 -0.80695 3.24917  0.0673
H 0.96088 1.49774 -2.90327  0.0304
H -1.53220 4.69187 -0.64799  0.0871
H 4.93094 -3.02365 -0.62847  0.0991
H -2.39820 -0.97592 -3.12075  0.0901
H 3.76785 -2.42810 1.51236  0.1021

Computed properties:
**Energy relative to the best compared isomer or geometry (same formula, charge and spin)**: 47.7 kJ/mol
**2S+1**: 1
**Charge**: 0


# 2
Here is a 2-piece molecular cluster, C14H22Br2ClFN4 overall in a non-equilibrium geometry from the OMol25 dataset. Energies are from ωB97M-V/def2-TZVPD.

Last column: Löwdin charge in e.
Cartesian coordinates (Å):
Br -5.61684 -3.24025 -2.85701  0.5950
Br -2.77416 -4.47416 -0.85241  0.6332
Cl 3.95088 -0.59592 -1.43299  0.6053
F 0.77073 -1.69993 -0.37468  -0.0239
N 0.74885 2.74760 -1.51898  -0.1251
N 1.00864 1.84007 2.30705  0.1692
N 0.81912 -0.18129 -3.60641  0.1493
N -1.93669 -1.71915 1.01589  0.1038
C -4.49456 -3.76482 -0.27312  -0.6917
C -0.98523 0.16601 -0.53701  -0.0615
C -1.69078 -0.44382 0.77404  -0.3363
C 1.97069 1.95168 -1.13966  -0.1897
C 1.65841 0.68736 -0.19128  -0.2773
C 4.11823 0.82846 0.95632  -0.2641
C 0.53404 3.92299 -0.61443  -0.1447
C 4.36651 0.07876 2.39199  -0.1161
C 0.72872 -0.33429 -2.40194  -0.1178
C 0.52806 -0.31681 -0.78436  -0.2757
C -5.61042 -4.22855 -1.17670  -0.6992
C 1.18090 1.22553 1.26934  -0.1056
C -2.19689 0.62782 1.89400  -0.0725
C 3.07837 -0.07533 0.10484  -0.5757
H 0.88831 4.90948 -1.09116  0.0880
H 3.39465 0.09107 3.00942  0.0734
H -2.39610 0.13592 2.91323  0.0848
H 1.03227 3.83288 0.41431  0.0721
H -5.54848 -5.28731 -1.43070  0.0511
H 2.52177 1.69970 -2.11071  0.1169
H -1.60285 -0.21951 -1.44519  0.1431
H -1.54393 1.56570 1.94191  0.0451
H -1.58508 -2.25399 0.19978  -0.0242
H 2.66007 2.69565 -0.56777  0.1294
H 4.63013 -1.03319 2.17258  0.0877
H -4.63390 -4.14989 0.73866  0.0623
H -3.24093 0.97696 1.51039  0.0867
H -6.58210 -4.02423 -0.72345  0.0572
H 5.14629 0.79925 0.42880  0.0956
H -1.13528 1.30007 -0.51593  0.1175
H 0.84438 3.11905 -2.47725  0.1091
H 2.92192 -1.04553 0.72400  0.1161
H 5.25345 0.58430 2.92191  0.0802
H -4.39376 -2.67965 -0.23255  0.0411
H -0.60292 4.05537 -0.40555  0.0879
H 3.81552 1.92590 1.07280  0.1003

Computed properties:
**SMILES**: [H]/N=C(/C)C[C@@](F)(C#N)[C@](C#N)(CNC)[C@@H](Cl)CC.BrCCBr
**2S+1**: 1
**Charge**: 0


# 3
Here is the molecule C22H21F3N4O3 in a non-equilibrium geometry from the OMol25 dataset. Energies are from ωB97M-V/def2-TZVPD.

Last column: Löwdin charge in e.
Cartesian coordinates (Å):
F 5.42698 -2.47103 -0.68842  0.1444
F 3.74438 -3.71578 -1.17389  0.1599
F 4.47901 -3.63022 0.85120  0.1633
O -2.58668 -1.34881 -1.73304  -0.0008
O -4.59092 -0.64222 -1.01036  0.1200
O -1.79271 -1.65235 2.67998  0.0677
N 2.07028 -2.02550 0.48737  -0.0034
N 1.55954 -3.21026 0.75311  0.1172
N -1.83637 -0.01014 1.14959  -0.0158
N 1.48701 0.28620 0.53424  0.2076
C 2.30594 4.24958 -0.50391  -0.0712
C 4.33941 2.46823 0.11163  -0.0299
C -2.69275 0.86826 -0.95232  -0.1729
C -1.44495 0.57941 -0.10703  -0.1194
C 0.32749 -2.97845 1.17922  -0.0501
C 3.60755 4.70469 -0.36434  -0.0800
C 2.01973 2.90942 -0.33590  -0.0186
C 4.23648 -2.89623 -0.23798  -0.5768
C -3.42318 -0.44864 -1.21533  -0.4614
C 3.66661 -0.43095 -0.13440  0.0865
C -0.00770 -1.61756 1.16748  -0.0512
C -3.08888 -2.66884 -1.96569  -0.1988
C -2.65476 -3.60626 -0.84921  -0.0492
C 3.31268 -1.73531 0.04266  -0.0488
C 2.70411 0.58476 0.13995  -0.1884
C 1.15229 -0.98020 0.72050  -0.1755
C 3.03360 2.00041 -0.03316  -0.1647
C -3.05458 0.50695 1.75831  -0.1313
C 4.61952 3.81202 -0.05119  -0.0764
C -1.28092 -1.09959 1.71915  -0.4250
C -3.33528 1.91199 1.25194  -0.1570
C -3.60985 1.88053 -0.25384  -0.1396
H -0.89609 1.51125 0.06784  0.1113
H -2.67120 -2.98156 -2.92572  0.1248
H 3.83247 5.75236 -0.49553  0.1038
H -2.37032 1.24196 -1.92890  0.1564
H 4.64598 -0.18330 -0.50572  0.1211
H 5.13472 1.79004 0.38127  0.1095
H 1.51420 4.94315 -0.74482  0.1051
H -4.19881 2.31754 1.77850  0.1166
H -3.05792 -4.59834 -1.03016  0.0805
H -3.89946 -0.15112 1.52173  0.1336
H -0.29735 -3.79272 1.48748  0.1257
H -4.18024 -2.62195 -2.03176  0.1182
H -2.47967 2.55260 1.47356  0.1145
H -2.91609 0.48909 2.84264  0.1292
H -3.47130 2.87539 -0.67764  0.1136
H -3.02145 -3.24650 0.10975  0.0830
H -4.64373 1.57736 -0.42866  0.1121
H 5.63276 4.16507 0.06900  0.1051
H -0.79246 -0.10788 -0.64421  0.1191
H -1.56982 -3.66698 -0.80747  0.0642
H 1.01267 2.54042 -0.44754  0.0924

Computed properties:
**SMILES**: CCOC(=O)[C@H]1CCCN(C(=O)c2cnn3c(C(F)(F)F)cc(-c4ccccc4)nc23)C1
**Energy relative to the best compared isomer or geometry (same formula, charge and spin)**: 0.0 kJ/mol
**2S+1**: 1
**Charge**: 0


# 4
Here is the molecule C4H12N2O in a non-equilibrium geometry from the OMol25 dataset. Energies are from ωB97M-V/def2-TZVPD.

Last column: Löwdin charge in e.
Cartesian coordinates (Å):
O 1.58599 -2.16704 -1.59243  -0.0731
N 0.06892 2.64429 0.80783  -0.0027
N 0.17011 -0.16097 -0.03645  -0.0718
C 0.33529 -1.61412 -1.99437  -0.2485
C 0.01208 1.54427 1.75772  -0.2771
C -0.50442 -1.18927 -0.80263  -0.2448
C -0.56162 0.23458 1.16856  -0.2408
H -1.63936 0.39093 1.01068  0.1134
H -0.21265 -2.31061 -2.63035  0.1122
H -0.34791 -0.53608 1.91038  0.1138
H 0.98502 1.19999 2.12377  0.1065
H -0.21167 2.40304 -0.12360  0.0479
H 0.59499 -0.68929 -2.51534  0.1149
H -1.49431 -0.86668 -1.12294  0.1145
H -0.62254 1.82309 2.59934  0.0977
H 0.24552 0.68522 -0.58768  0.0842
H 0.87768 3.22449 0.92111  0.0645
H 1.43537 -2.60710 -0.74499  0.0805
H -0.71648 -2.00872 -0.14862  0.1088

Computed properties:
**SMILES**: NCCNCCO
**Energy relative to the best compared isomer or geometry (same formula, charge and spin)**: 179.0 kJ/mol
**2S+1**: 1
**Charge**: 0


Gap between HOMO and LUMO values, unit eV, following the record order: 6.52, 10.14, 8.16, 10.13.